# 1
44
Properties=species:S:1:pos:R:3:nbo_charge:R:1 method="wB97M-V/def2-TZVPD" homo_ev="-11.7 / -11.7" spin_multiplicity=1 max_force_ev_per_a=0.25 total_charge=+1
O -2.03 0.05 -0.10 -0.530
C -0.73 -3.99 -1.85 -1.136
C -2.84 -3.01 0.14 -1.145
H -4.53 0.02 -0.06 0.258
H -0.92 -5.49 1.09 0.245
H 0.33 -4.20 -2.02 0.244
C 2.37 1.22 -0.28 0.601
H -0.51 -4.15 2.17 0.243
C -4.11 1.02 -0.17 -0.296
H 5.80 4.25 -0.56 0.236
H -3.22 -2.34 -0.63 0.227
C 4.74 0.52 -0.23 0.416
H -3.42 -3.94 0.09 0.248
C 3.75 1.54 -0.32 -0.209
C -4.31 3.44 -0.43 -0.197
Si -1.02 -3.36 -0.12 1.881
H -4.97 4.29 -0.52 0.246
N 1.44 2.25 -0.35 -0.250
H -1.06 -3.28 -2.60 0.236
H -2.54 4.58 -0.57 0.235
O 1.96 0.01 -0.18 -0.630
O 4.47 -0.77 -0.12 -0.612
N 0.25 1.78 -0.28 -0.200
C 6.45 2.20 -0.39 -0.090
O -0.13 -1.96 0.05 -1.128
H 0.68 -4.75 1.01 0.245
C -2.08 2.47 -0.35 -0.129
C -2.68 1.12 -0.20 0.519
H -5.96 2.02 -0.26 0.243
H 3.51 -0.93 -0.10 0.518
H -0.40 3.75 -0.48 0.240
H 7.50 2.46 -0.41 0.234
Pt -0.05 -0.08 -0.12 1.181
C 5.49 3.22 -0.47 -0.254
H 3.41 3.66 -0.50 0.237
H -1.28 -4.92 -2.00 0.245
C -0.76 2.74 -0.38 0.111
C 6.09 0.88 -0.27 -0.284
C 4.16 2.89 -0.43 -0.123
H 6.83 0.09 -0.21 0.249
C -4.88 2.12 -0.28 -0.074
C -2.98 3.60 -0.46 -0.151
H -3.02 -2.56 1.11 0.236
C -0.38 -4.54 1.15 -1.138



# 2
13
Properties=species:S:1:pos:R:3:nbo_charge:R:1 method="wB97M-V/def2-TZVPD" e_above_lowest_ev=2.4801 homo_ev=-7.1 spin_multiplicity=1 max_force_ev_per_a=0.90
C 0.04 0.27 0.52 0.451
O -1.00 0.44 1.38 -0.681
C 1.16 0.97 0.78 -0.179
H -0.72 1.31 1.73 0.493
H -1.50 -1.09 -2.06 0.196
H -2.24 -0.57 -0.52 0.221
H -1.52 -2.19 -0.67 0.188
C -1.42 -1.14 -0.97 -0.406
N -0.16 -0.57 -0.54 -0.608
O 2.08 1.24 -0.21 -0.707
H 0.67 -0.75 -1.07 0.402
H 1.43 1.12 1.83 0.165
H 2.95 0.97 0.10 0.466



# 3
13
Properties=species:S:1:pos:R:3:nbo_charge:R:1 method="wB97M-V/def2-TZVPD" e_above_lowest_ev=0.1957 homo_ev=-13.9 spin_multiplicity=1 max_force_ev_per_a=6.47 total_charge=+1
C -0.06 0.68 -0.40 -0.064
H -1.48 2.14 -1.16 0.380
N 0.95 -1.40 0.26 -0.773
N -1.37 1.76 -0.21 -0.800
Br 0.38 0.27 -2.25 0.169
H 0.90 -2.50 0.40 0.474
H 1.34 -1.38 -0.75 0.471
C -0.30 -0.61 0.39 -0.186
H 1.64 -1.28 0.92 0.456
Br -1.78 -1.57 -0.38 0.215
Br -0.53 -0.33 2.25 0.214
Br 1.52 1.67 0.54 0.052
H -1.22 2.54 0.39 0.393



# 4
8
Properties=species:S:1:pos:R:3:nbo_charge:R:1 method="wB97M-V/def2-TZVPD" e_above_lowest_ev=3.3625 homo_ev=-9.3 spin_multiplicity=1 max_force_ev_per_a=4.51
C -1.06 -0.86 -0.03 -0.667
C 0.34 -0.31 -0.16 0.146
H -1.79 1.56 0.09 -0.007
N 0.43 0.91 0.12 -0.647
P -2.46 0.20 -0.06 0.454
H -1.40 -1.91 -0.25 0.244
H 1.66 -0.94 -0.81 0.112
H 1.34 1.43 -0.15 0.365



# 5
25
Properties=species:S:1:pos:R:3:nbo_charge:R:1 method="wB97M-V/def2-TZVPD" e_above_lowest_ev=0.0000 homo_ev=-14.9 spin_multiplicity=1 max_force_ev_per_a=4.35 total_charge=+2
N 2.97 -0.71 0.50 0.165
C 1.52 2.20 -1.07 -0.067
O 1.87 -1.40 0.78 -0.507
C 1.84 0.84 -0.76 0.168
O 6.14 0.50 1.28 -0.087
N 0.26 2.23 -1.50 -0.028
H 2.28 2.97 -1.32 0.257
C 5.59 -1.04 -0.35 0.449
H 5.12 -2.20 -1.90 0.429
N -14.25 0.25 1.45 -0.903
H 5.06 -2.99 -0.46 0.435
N 5.20 -2.12 -0.96 -0.698
H -14.72 1.19 1.19 0.481
H 5.61 -1.37 1.78 0.440
H -13.28 0.65 1.39 0.476
N 0.70 0.17 -0.87 -0.119
H 5.62 0.62 -1.80 0.246
C 5.81 0.31 -0.83 -0.064
H -14.53 -0.55 0.89 0.471
N 6.11 1.16 0.10 0.059
N 5.83 -0.87 0.99 -0.221
O -0.22 0.98 -1.25 -0.082
N 2.96 0.25 -0.23 -0.271
H -14.48 -0.11 2.42 0.475
H 0.99 -0.95 0.53 0.497



# 6
103
Properties=species:S:1:pos:R:3:lowdin_charge:R:1 method="wB97M-V/def2-TZVPD" e_above_lowest_ev=0.8788 homo_ev=-7.5 spin_multiplicity=1 max_force_ev_per_a=0.53
H -3.21 1.49 -1.57 -0.012
H -2.39 -5.04 -2.38 0.043
O 2.06 2.13 2.21 -0.404
H -4.79 0.85 -1.08 0.036
H -2.61 -1.35 -4.03 -0.003
Sc 1.80 0.50 0.68 0.938
C 0.44 1.36 4.05 -0.268
H -1.05 -4.43 2.46 0.117
C -3.62 1.77 5.37 -0.047
H -2.29 -3.11 0.80 0.077
H 3.02 -1.60 -5.45 0.107
H -4.65 -2.52 -1.27 0.019
C 0.83 -3.48 2.00 -0.037
H 0.10 -0.74 4.03 0.107
H 3.25 -1.81 -0.61 0.075
C 1.38 -2.45 1.27 -0.143
C 2.02 2.58 -3.87 -0.192
C 2.44 -0.81 -2.33 -0.436
C -3.80 0.59 -1.48 -0.199
C -1.24 -2.92 0.96 -0.072
C 1.77 0.32 -1.60 -0.561
H 0.96 3.82 1.51 0.056
H 0.03 -4.19 -3.50 0.047
H -3.04 4.12 1.61 0.092
H -1.80 3.73 4.92 0.117
H -1.56 -4.88 -0.83 0.033
H 1.45 -4.08 2.65 0.113
H -2.06 2.07 0.53 0.116
H 4.13 -0.37 3.82 0.118
H 4.83 1.12 -1.41 0.033
H -2.25 -0.52 4.82 0.115
C 0.14 4.50 1.34 -0.025
H -0.31 -1.04 -4.38 -0.010
H -3.66 2.12 6.40 0.085
C 3.57 -0.77 2.98 -0.174
C -1.39 2.75 4.72 -0.034
C 0.16 -3.34 -2.81 -0.150
C -1.35 -1.33 -0.98 -0.502
H -4.27 -2.82 0.43 0.026
C -0.33 0.23 4.24 -0.046
H 0.73 -3.70 -1.96 0.044
H 4.41 -3.54 -1.90 0.110
N 2.23 -0.21 2.88 -0.260
O 5.53 -0.91 1.60 0.093
H 0.97 2.86 -3.85 0.020
C -0.48 -0.01 -4.10 -0.322
H -5.34 -1.51 -0.01 0.041
N -1.05 3.76 0.98 -0.130
H -2.54 -3.06 -4.45 0.045
C 3.84 -2.77 -2.41 -0.055
H 2.60 3.47 -4.11 0.031
H 4.30 -3.46 -4.41 0.097
Si -3.07 -0.75 -0.38 0.446
C -2.94 -0.16 1.42 -0.166
H 3.51 -1.85 3.13 0.114
Sb -0.35 0.47 -2.01 1.458
C -1.64 0.37 4.67 -0.042
H -3.96 0.19 -2.49 0.032
H 1.24 3.49 -0.93 0.018
O 3.71 0.08 0.75 -0.149
S 2.09 1.26 3.42 0.610
C 2.31 3.26 -0.98 -0.176
C -2.25 -4.37 -1.52 -0.170
C 4.39 -0.53 1.70 -0.588
H -3.69 0.61 1.63 0.043
H 0.76 -2.59 -3.31 0.000
H 2.67 3.07 0.04 0.020
H -4.16 2.49 4.75 0.077
C -2.71 -2.35 -3.63 -0.169
H 0.40 5.20 0.54 0.101
H -3.16 -1.00 2.08 0.038
Si 2.62 1.88 -2.23 0.391
C -0.08 2.63 4.29 -0.056
C -0.60 -1.93 0.18 -0.378
H -4.15 0.82 5.32 0.076
C -2.32 4.48 0.88 -0.018
H -0.06 5.07 2.25 0.096
H 4.69 0.87 -3.15 0.034
C -2.19 1.62 4.91 -0.271
H 0.54 3.50 4.15 0.117
N 2.43 -0.76 -3.68 0.073
H -1.96 0.22 1.70 0.011
C 3.79 -2.73 -3.80 -0.075
O -0.09 1.69 0.78 -0.152
H -1.45 0.33 -4.46 -0.004
O 3.03 1.68 4.43 -0.260
H 2.83 4.17 -1.31 0.047
H -2.12 5.53 1.07 0.091
Si -1.53 -2.79 -2.23 0.461
H -2.74 4.39 -0.12 0.096
C -0.54 -3.67 1.88 -0.035
H 2.43 -2.24 1.35 0.086
C -1.06 2.45 0.76 -0.313
H 2.17 1.85 -4.67 0.020
N 0.69 -1.64 0.45 0.065
H 0.31 0.59 -4.55 -0.023
H 4.99 2.49 -2.52 0.036
H -3.74 -2.49 -3.31 0.024
C -4.44 -2.04 -0.31 -0.181
H -3.22 -4.27 -1.03 0.015
C 4.46 1.56 -2.33 -0.149
C 3.17 -1.81 -1.68 -0.038
C 3.07 -1.70 -4.37 -0.151



# 7
208
Properties=species:S:1:pos:R:3:lowdin_charge:R:1 method="wB97M-V/def2-TZVPD" homo_ev=-8.7 spin_multiplicity=1 max_force_ev_per_a=3.37 smiles="CC1(C)CCCC(C)(C)N1O.CC1(C)CCCC(C)(C)N1O.CC1(C)CCCC(C)(C)N1O.CC1(C)CCCC(C)(C)N1O.CC1(C)CCCC(C)(C)N1O.CC1(C)CCCC(C)(C)N1O.C[N+](=O)[O-].C[N+](=O)[O-].C[N+](=O)[O-].C[N+](=O)[O-]"
H -4.38 -1.01 4.67 0.118
O -4.57 -3.41 1.39 -0.032
H 0.36 6.16 -6.37 0.070
H -5.19 2.30 5.62 0.084
C -5.50 -2.95 -0.67 -0.519
C 2.30 4.57 -5.29 -0.120
C 3.58 -5.02 -1.68 -0.040
H -7.31 -5.16 0.47 0.073
H 2.25 5.15 -4.35 0.093
H 1.87 1.78 2.38 0.098
N 0.90 5.45 1.03 -0.052
H 3.20 7.77 1.78 0.085
C -5.83 -3.48 -2.08 -0.117
H -5.78 1.00 4.51 0.088
C -6.36 -4.99 -2.10 -0.138
H 0.34 1.08 6.61 0.094
N 0.78 -4.69 2.79 -0.421
H -3.74 1.29 7.41 0.080
H 4.72 0.50 4.83 0.078
H 3.91 -5.20 -4.45 0.131
H 6.85 -0.60 0.55 0.098
C -0.25 -0.74 -0.37 0.074
C 5.41 -2.75 3.90 -0.119
H -0.84 6.59 -0.82 0.089
H -2.00 -1.51 5.41 0.110
H -7.55 -3.37 0.10 0.064
H 0.55 2.92 0.72 0.057
C 5.79 -2.77 1.35 -0.123
H 1.76 3.57 2.93 0.093
C 2.53 6.48 -0.40 -0.144
O 0.83 -4.98 1.60 0.046
O 4.41 3.51 2.36 0.067
H -4.53 -1.18 0.17 0.063
H 2.71 2.41 3.84 0.090
C 0.84 3.85 -7.21 -0.025
H 0.74 2.14 4.77 0.045
H 1.57 3.06 -7.41 0.061
O 4.62 0.53 2.48 -0.086
H -4.84 1.89 -1.07 0.080
H 6.83 -2.55 1.58 0.111
H 0.39 1.69 -2.60 0.055
C 1.83 5.94 -1.68 -0.134
H 5.80 -3.32 0.40 0.118
H -0.49 2.66 3.62 0.080
H -0.99 0.43 3.26 0.110
H -6.07 -6.73 -1.03 0.111
C 2.68 -4.35 -2.72 -0.536
H -3.84 -0.22 3.30 0.128
H -6.44 -5.35 -3.12 0.104
H -0.22 -2.90 3.09 0.075
C 0.22 -4.08 -3.21 -0.487
N -2.57 1.78 4.97 -0.062
H 4.11 3.47 -4.92 0.118
C 1.63 6.67 0.78 -0.552
H 3.06 7.40 -0.61 0.123
C 1.00 4.65 -1.29 -0.097
H -3.12 -5.90 0.22 0.068
H -3.67 -1.96 -1.16 0.073
H 1.75 3.89 -1.02 0.095
H -1.16 1.76 7.25 0.094
C -6.87 -2.51 -0.03 -0.019
O -1.56 -1.49 1.33 0.057
H -1.01 0.05 7.02 0.063
H -5.10 -0.96 -1.53 0.099
C -5.21 -5.27 0.19 -0.526
O 3.24 2.80 0.70 0.041
H -3.84 -5.73 1.80 0.070
C 3.22 -1.58 3.88 -0.032
H -0.15 3.51 -7.45 0.083
O 1.22 -3.74 -1.05 -0.076
C -4.01 -6.05 0.79 -0.031
H 3.19 -5.93 -1.21 0.087
C -1.23 1.31 5.20 -0.519
C 5.07 -1.45 1.26 -0.511
O -2.99 3.40 -3.12 0.043
O 0.07 5.52 2.21 -0.040
H 0.90 -2.23 -4.36 0.064
C -3.88 0.47 6.71 -0.017
C 4.74 -1.39 3.74 -0.578
C 3.16 -2.91 -3.01 -0.023
H -1.58 3.01 -4.55 0.062
H 4.88 -0.96 5.83 0.099
O -1.01 2.95 -5.34 -0.073
H -3.23 -0.40 6.91 0.075
C -3.71 0.85 5.20 -0.512
H 1.15 0.35 -3.32 0.084
C 2.58 6.89 1.97 -0.037
H 2.44 2.76 -3.24 0.122
H -7.36 -4.84 -1.67 0.099
H 3.22 6.04 2.15 0.068
C -0.99 0.00 4.31 -0.089
H 0.71 -2.10 -2.60 0.060
H 2.60 5.70 -2.36 0.071
H 2.88 -2.21 -2.22 0.070
C -1.08 -4.40 -2.49 -0.032
H 3.56 -2.29 -0.01 0.043
H -1.30 -4.14 2.63 0.108
C -5.48 -5.85 -1.22 -0.137
C 0.46 -4.87 -4.52 -0.123
H -0.60 -0.33 -1.33 0.091
H -0.31 -4.46 -5.21 0.127
C -2.18 -1.03 4.43 -0.167
C -4.08 2.63 -1.19 0.071
H -1.87 5.77 0.40 0.066
H 0.02 -0.42 4.57 0.121
C 2.35 2.65 2.84 0.011
C 0.30 -2.57 -3.51 -0.041
H 2.72 -2.68 -3.97 0.040
O -2.38 0.13 0.21 0.040
H -7.33 -1.83 -0.77 0.087
C 2.45 2.28 -4.24 -0.143
C -0.41 -3.96 3.26 0.037
H 2.61 -6.19 -3.65 0.129
O -2.72 2.92 5.85 -0.027
H 2.07 -5.38 -6.02 0.117
H -1.73 5.05 -1.18 0.079
C 5.34 -3.62 2.60 -0.138
H -4.62 -6.19 -1.75 0.110
H 5.57 -1.08 -0.72 0.096
H 4.35 -4.16 2.51 0.112
H -4.20 -7.13 0.74 0.090
H 2.05 -3.72 -5.43 0.102
H -0.79 5.92 2.00 0.083
C 3.09 3.22 -5.22 -0.157
H 3.10 1.43 -4.11 0.121
H 2.68 -0.70 3.47 0.080
H 5.39 1.16 2.58 0.126
C 1.01 1.94 -4.62 -0.523
C 3.57 -1.72 0.91 -0.009
H 2.09 7.15 2.92 0.089
N 5.28 -0.78 2.58 -0.055
H 5.41 0.45 0.23 0.069
H -6.70 -1.90 0.86 0.078
N 3.45 2.98 1.90 -0.447
C 0.90 0.99 -5.85 -0.014
H -4.95 -3.39 -2.71 0.102
N -1.48 -0.67 0.46 -0.400
H 3.02 2.75 -6.20 0.093
H 2.82 5.29 -5.91 0.116
O -4.29 1.74 -3.30 0.104
H 1.16 4.72 -7.75 0.083
H 4.94 -3.23 4.79 0.130
H -4.72 2.16 3.87 0.069
H -0.71 -2.28 -3.75 0.084
C 2.87 -5.19 -4.04 -0.145
H -2.14 -1.83 3.71 0.055
H -3.72 -2.99 1.33 0.065
H 0.54 -0.18 0.11 0.098
H 6.27 -0.27 4.82 0.087
H -1.15 -3.85 -1.55 0.068
C -6.43 -5.48 1.06 -0.027
H -4.88 0.07 6.87 0.081
C -0.28 2.44 4.68 -0.025
H -1.03 5.21 -5.97 0.091
H 0.45 4.21 -2.15 0.102
N 1.32 -4.54 -2.28 -0.045
C -0.35 3.44 0.38 -0.043
H 0.18 -1.70 -0.41 0.060
H -0.15 0.86 -6.17 0.096
H -1.98 -4.19 -3.11 0.095
N -4.70 -3.92 0.04 -0.067
N 0.33 3.24 -4.76 -0.008
C 0.87 4.27 -5.74 -0.518
H 0.11 -5.88 -4.36 0.113
H 3.72 -4.33 -0.81 0.063
H 0.10 5.94 -4.61 0.086
H 3.28 5.75 -0.09 0.118
C -4.65 -1.67 -0.80 -0.043
H 1.14 6.73 -2.11 0.115
H 0.32 7.97 -0.36 0.059
H -0.76 2.89 -0.53 0.091
H -1.04 3.29 1.21 0.075
H -0.59 -4.07 4.33 0.104
H -6.35 -5.04 2.06 0.090
H -2.78 3.66 5.28 0.082
C 1.89 -4.78 -5.11 -0.181
C 5.79 -0.56 0.25 -0.017
H 3.03 -2.34 1.63 0.053
H -6.51 -6.55 1.27 0.085
C 0.05 4.86 -0.04 -0.506
H -0.53 0.74 -3.73 0.084
C -0.02 5.50 -5.61 -0.025
H 1.00 -4.38 -0.35 0.065
H 2.91 -1.80 4.90 0.091
H 4.58 -5.26 -2.14 0.099
H -6.49 -2.78 -2.59 0.108
H -0.01 8.06 1.29 0.082
H 3.04 -0.75 0.62 0.104
H 4.24 -2.95 -3.26 0.102
O 1.65 -4.93 3.59 0.087
H 1.47 8.89 0.68 0.096
C -3.56 -0.38 4.36 -0.141
C 5.21 -0.49 4.87 -0.042
H 1.56 1.24 -6.65 0.053
C 0.85 7.99 0.61 -0.026
C -1.20 5.60 -0.40 -0.019
H -3.15 2.37 -0.67 0.077
H -4.49 3.61 -0.99 0.100
H 1.20 -0.02 -5.56 0.073
H -0.51 3.31 5.24 0.075
N -3.75 2.57 -2.66 -0.444
C -4.95 1.65 4.77 -0.033
H 2.89 -2.41 3.30 0.025
C -0.76 0.99 6.58 -0.050
C 0.43 1.15 -3.50 -0.056
H 6.00 -4.42 2.81 0.081
H -1.11 -5.45 -2.21 0.086
H 6.50 -2.55 4.07 0.130



# 8
12
Properties=species:S:1:pos:R:3:nbo_charge:R:1 method="wB97M-V/def2-TZVPD" e_above_lowest_ev=10.2954 homo_ev=-9.2 spin_multiplicity=1 max_force_ev_per_a=11.85
H -0.29 2.14 1.15 0.334
H 1.59 -1.80 0.54 0.271
C 0.41 -1.76 0.09 -0.224
O 2.05 -0.17 -0.24 -0.570
N 0.53 1.69 -0.19 -0.678
H 1.19 2.57 0.81 0.387
C -2.78 0.19 -0.07 -0.243
H -0.18 -2.73 0.02 0.212
H -3.83 0.20 -0.27 0.243
C -0.12 -0.55 0.22 -0.262
C -1.57 -0.17 -0.09 -0.022
C 0.95 0.49 0.02 0.552